A:
The molecule C6H10O2, computed with ωB97M-V/def2-TZVPD.

Geometry (Å):
1 C 0.296 1.301 0.901
2 C 0.270 0.001 0.175
3 C -1.111 -0.771 0.177
4 C 0.751 0.149 -1.119
5 C 0.107 0.253 -2.369
6 C 1.063 -1.111 0.872
7 H 0.133 0.931 1.944
8 H 1.085 2.085 0.776
9 H -0.453 2.048 0.724
10 H -0.984 -1.931 -0.183
11 H -1.732 -0.106 -0.627
12 H -1.792 -0.001 1.861
13 H 1.726 0.711 -1.184
14 H -0.883 -0.341 -2.389
15 H 0.651 0.695 -3.255
16 H 0.540 -2.090 0.755
17 O -1.788 -0.824 1.463
18 O 2.122 -0.998 1.480

Properties
* SMILES string: C=C[C@](C)(C=O)CO
* HOMO: -9.47 eV
* LUMO: 0.5 eV
* spin multiplicity: 1
* gap between HOMO and LUMO: 10.010 eV

***

B:
A 2-piece molecular cluster, C6H10O2 overall, computed with ωB97M-V/def2-TZVPD.

Geometry (Å):
1 C 2.525 0.744 0.207
2 C 2.090 -0.408 -0.272
3 C 1.398 -1.504 0.562
4 C -2.492 -0.121 0.517
5 C -0.927 1.724 -0.311
6 C -1.742 0.618 -0.437
7 O 2.967 1.674 0.789
8 O 2.129 -0.596 -1.608
9 H 1.930 -1.673 1.528
10 H 1.528 -2.439 -0.019
11 H 0.377 -1.053 0.725
12 H -2.441 0.417 1.463
13 H -2.062 -1.157 0.499
14 H -3.539 -0.015 -0.013
15 H -0.852 2.029 0.792
16 H -0.383 2.222 -1.024
17 H 1.198 -0.644 -1.921
18 H -1.703 0.182 -1.477

Properties
* SMILES string: CC(O)=C=O.C=CC
* HOMO: -8.23 eV
* LUMO: 0.6 eV
* spin multiplicity: 1
* gap between HOMO and LUMO: 8.859 eV

***

The data favor B; the next most stable structure lies 0.0070 hartree above it.

***

A:
The molecule C6H10O2, computed with ωB97M-V/def2-TZVPD.

Geometry (Å):
1 C -0.105 0.035 0.671
2 C 0.028 1.571 0.608
3 C 0.803 1.593 -0.805
4 C -0.485 -0.276 -0.745
5 C -0.863 -1.676 -0.325
6 C -1.184 -1.084 1.073
7 H 1.305 -0.764 1.885
8 H -0.934 2.088 0.543
9 H 0.562 2.045 1.404
10 H 0.476 2.355 -1.410
11 H 1.937 1.601 -0.658
12 H -1.521 0.133 -1.003
13 H -1.610 -2.067 -0.986
14 H 0.004 -2.335 -0.303
15 H -2.223 -0.597 1.198
16 H -1.088 -1.676 2.002
17 O 1.224 -0.549 0.881
18 O 0.517 0.329 -1.573

Properties
* SMILES string: O[C@@]12CCO[C@H]1CC2
* HOMO: -9.51 eV
* LUMO: 0.8 eV
* spin multiplicity: 1
* gap between HOMO and LUMO: 10.360 eV

***

B:
The molecule C6H10O2, computed with ωB97M-V/def2-TZVPD.

Geometry (Å):
1 C 1.515 0.323 0.984
2 C 0.887 0.029 -0.322
3 C -0.045 1.113 -0.839
4 C -1.379 0.840 -0.128
5 C -0.738 -1.569 0.355
6 C 0.214 -1.184 -0.670
7 H 2.071 -0.520 1.413
8 H 2.220 1.171 0.816
9 H 0.752 0.748 1.781
10 H -0.195 1.103 -1.924
11 H 0.250 2.135 -0.543
12 H -1.343 1.251 0.884
13 H -2.167 1.168 -0.771
14 H -1.262 -2.500 0.181
15 H -0.287 -1.470 1.331
16 H -0.334 -1.151 -1.586
17 O -1.762 -0.572 0.025
18 O 1.603 -0.914 -0.985

Properties
* SMILES string: C[C@]12CCOC[C@@H]1O2
* HOMO: -9.54 eV
* LUMO: 0.9 eV
* spin multiplicity: 1
* gap between HOMO and LUMO: 10.460 eV

***

C:
A 2-piece molecular cluster, C6H10O2 overall, computed with ωB97M-V/def2-TZVPD.

Geometry (Å):
1 C -0.251 -1.871 1.228
2 C -0.385 -0.957 -0.065
3 C -0.659 -1.471 -1.289
4 C -0.224 0.431 0.030
5 C -0.125 1.200 -1.350
6 C 0.319 1.271 1.358
7 H -0.796 -1.377 2.138
8 H 0.836 -1.574 1.329
9 H -0.501 -2.856 1.012
10 H -0.746 -0.823 -2.059
11 H 0.116 -2.241 -1.809
12 H -1.753 -2.001 -1.262
13 H -0.112 2.191 -0.990
14 H -1.097 0.693 -1.682
15 H 1.515 -0.236 -1.104
16 H 0.747 2.157 1.185
17 O 1.130 1.066 -2.028
18 O 0.087 0.740 2.500

Properties
* HOMO: -9.36 eV
* LUMO: -0.7 eV
* spin multiplicity: 1
* gap between HOMO and LUMO: 8.650 eV

***

The data favor A; the next most stable structure lies 0.0331 hartree above it.

***

A:
The molecule C6H10O2, computed with ωB97M-V/def2-TZVPD.

Geometry (Å):
1 C 0.933 0.443 1.439
2 C 0.857 0.402 -0.062
3 C -0.184 1.359 -0.637
4 C -1.460 0.780 -0.048
5 C -0.512 -1.403 0.416
6 C 0.471 -0.817 -0.677
7 H 1.367 -0.462 1.799
8 H 1.625 1.283 1.825
9 H 0.051 0.916 1.795
10 H 0.067 1.269 -1.795
11 H -0.025 2.409 -0.337
12 H -1.751 1.281 0.890
13 H -2.244 1.322 -0.676
14 H -0.874 -2.386 -0.005
15 H -0.358 -1.360 1.531
16 H -0.193 -0.951 -1.522
17 O -1.604 -0.624 -0.011
18 O 1.818 -0.364 -0.750

Properties
* SMILES string: C[C@]12CCOC[C@@H]1O2
* HOMO: -9.26 eV
* LUMO: 0.9 eV
* spin multiplicity: 1
* gap between HOMO and LUMO: 10.184 eV

***

B:
The molecule C6H10O2, computed with ωB97M-V/def2-TZVPD.

Geometry (Å):
1 O -0.854 -3.195 -1.204
2 C -0.709 -2.116 -0.667
3 O -1.665 -1.197 -0.922
4 C 0.188 -1.710 0.494
5 C 1.342 -0.768 0.124
6 C 1.100 0.692 0.154
7 C -0.052 1.295 0.399
8 C -0.400 2.786 0.231
9 H -2.244 -1.567 -1.644
10 H 0.463 -2.678 0.874
11 H -0.444 -0.992 1.090
12 H 1.912 -1.019 -0.815
13 H 2.116 -1.037 0.863
14 H 1.852 1.352 -0.269
15 H -1.023 0.762 0.595
16 H -1.273 3.042 -0.394
17 H 0.435 3.284 -0.189
18 H -0.744 3.066 1.280

Properties
* SMILES string: C/C=C/CCC(=O)O
* HOMO: -9.36 eV
* LUMO: 0.8 eV
* spin multiplicity: 1
* gap between HOMO and LUMO: 10.161 eV

***

The data favor B; the next most stable structure lies 0.1557 hartree above it.

***

A:
The molecule C4H4O2, computed with ωB97M-V/def2-TZVPD.

Geometry (Å):
1 C -0.512 -0.049 0.271
2 C 0.610 -0.565 0.369
3 C -1.721 0.359 -0.066
4 C 2.092 -0.680 0.036
5 O -2.792 -0.454 -0.059
6 O 2.866 0.355 -0.076
7 H -1.911 1.381 -0.279
8 H 2.628 -1.621 0.202
9 H -3.515 0.155 -0.184
10 H 2.255 1.118 -0.216

Properties
* SMILES string: OC=C=C=CO
* HOMO (alpha / beta): -7.14 / -7.15 eV
* LUMO (alpha / beta): 0.5 / 0.5 eV
* spin multiplicity: 1
* gap between HOMO and LUMO (alpha / beta): 7.654 / 7.648 eV

***

B:
C4H4O2 as an isolated structure, computed with ωB97M-V/def2-TZVPD.

Geometry (Å):
1 C -0.865 -0.615 -0.934
2 C 0.430 -0.064 1.438
3 C 0.091 0.099 -0.050
4 C 0.961 1.087 -0.031
5 O 1.319 0.908 1.401
6 O 0.045 -0.863 2.252
7 H 1.449 1.814 -0.669
8 H -0.905 -1.676 -0.677
9 H -0.652 -0.456 -1.993
10 H -1.873 -0.234 -0.737

Properties
* HOMO: -9.93 eV
* LUMO: 0.6 eV
* spin multiplicity: 1
* gap between HOMO and LUMO: 10.510 eV

***

C:
C4H4O2 as an isolated structure, computed with ωB97M-V/def2-TZVPD.

Geometry (Å):
1 O 2.420 -0.947 -0.365
2 C 1.334 -0.545 -0.073
3 O 1.073 0.646 0.570
4 C -0.341 0.526 0.700
5 C -0.807 0.012 -0.699
6 C -0.023 -1.164 -0.279
7 H -0.821 1.421 1.080
8 H -1.886 -0.112 -0.789
9 H -0.394 0.641 -1.493
10 H -0.536 -0.290 1.424

Properties
* HOMO: -9.61 eV
* LUMO: -0.9 eV
* spin multiplicity: 1
* gap between HOMO and LUMO: 8.680 eV

***

D:
The molecule C4H4O2, computed with ωB97M-V/def2-TZVPD.

Geometry (Å):
1 O -0.438 1.629 -0.213
2 C -0.182 0.330 -0.090
3 C -1.348 -0.564 -0.161
4 O -2.447 -0.105 -0.412
5 C 1.089 -0.191 0.172
6 C 2.362 -0.265 0.328
7 H -1.416 1.700 -0.242
8 H 0.406 -0.558 1.093
9 H -1.150 -1.642 -0.032
10 H 3.123 -0.333 -0.442

Properties
* HOMO (alpha / beta): -8.23 / -8.26 eV
* LUMO (alpha / beta): -0.9 / -0.9 eV
* spin multiplicity: 1
* gap between HOMO and LUMO (alpha / beta): 7.320 / 7.345 eV

***

The data favor B; the next most stable structure lies 0.0821 hartree above it.

***

A:
C4H4O2 as an isolated structure, computed with ωB97M-V/def2-TZVPD.

Geometry (Å):
1 C 2.467 -0.678 -0.071
2 C 1.320 -0.374 -0.304
3 C -0.124 0.040 -0.435
4 C -1.950 -0.126 0.275
5 O -0.106 1.413 -0.165
6 O -2.712 -0.768 -0.386
7 H 3.407 -0.959 0.423
8 H -0.387 -0.243 -1.448
9 H -2.047 0.213 1.364
10 H 0.131 1.481 0.746

Properties
* HOMO: -8.98 eV
* LUMO: 0.0 eV
* spin multiplicity: 1
* gap between HOMO and LUMO: 9.010 eV

***

B:
C4H4O2 as an isolated structure, computed with ωB97M-V/def2-TZVPD.

Geometry (Å):
1 O -2.454 -0.048 0.107
2 C -1.411 -0.596 0.194
3 O -0.251 0.108 0.589
4 C 0.353 1.762 -0.099
5 C 0.906 -0.510 0.353
6 C 1.825 -1.258 0.165
7 H -1.157 -1.647 0.009
8 H -0.486 1.827 -0.816
9 H 0.014 2.302 0.801
10 H 2.723 -1.779 -0.070

Properties
* HOMO: -8.56 eV
* LUMO: 0.3 eV
* spin multiplicity: 1
* gap between HOMO and LUMO: 8.829 eV

***

The data favor A; the next most stable structure lies 0.0850 hartree above it.

***

A:
A 2-piece molecular cluster, C3H3NO4 overall, computed with ωB97M-V/def2-TZVPD.

Geometry (Å):
1 C 0.870 -0.586 0.109
2 C -1.362 -0.098 -0.109
3 C 0.651 0.675 -0.074
4 H 1.611 -2.428 0.264
5 H -0.680 -2.008 1.367
6 H 2.399 1.845 0.363
7 N -0.469 -1.054 0.080
8 O 1.928 -1.464 -0.241
9 O -2.559 -0.191 -0.094
10 O -0.788 1.029 0.013
11 O 1.294 1.878 0.057

Properties
* HOMO: -8.85 eV
* LUMO: -1.4 eV
* spin multiplicity: 1
* gap between HOMO and LUMO: 7.424 eV

***

B:
The molecule C3H3NO4, computed with ωB97M-V/def2-TZVPD.

Geometry (Å):
1 C 1.127 0.829 0.100
2 C -0.275 0.798 -0.243
3 C -0.932 -0.394 0.100
4 H 2.567 -1.467 -0.480
5 H 1.077 1.956 0.047
6 H -1.636 -2.105 -0.603
7 N 2.206 0.169 0.134
8 O 1.582 -1.066 0.095
9 O -0.974 1.877 -0.435
10 O -1.213 -1.312 -0.951
11 O -1.516 -0.370 1.337

Properties
* SMILES string: O=C(O)C(=O)/C=N\O
* HOMO: -10.85 eV
* LUMO: -1.6 eV
* spin multiplicity: 1
* gap between HOMO and LUMO: 9.206 eV

***

The data favor A; the next most stable structure lies 0.0200 hartree above it.